(1)
Molecular formula: C17H16Cl5N4OSTi
Method: DFT, ωB97M-V/def2-TZVPD

Last column: natural (NBO) charge in e.
Positions of all 45 atoms, in Å:
Ti -0.2088 -0.2995 -0.5815  1.61
C 4.0110 -0.3107 0.7098  -0.65
C 2.5120 -0.2712 0.6338  0.10
N 1.8638 -0.2873 -0.5618  -0.46
N 2.5955 -0.2499 -1.7083  -0.39
C 2.0301 -0.1918 -2.9038  0.31
N 2.9187 -0.0377 -3.9575  -0.82
S 0.3890 -0.3565 -3.1930  -0.15
C 1.6685 -0.1576 1.7086  0.04
C 2.0800 -0.0442 3.0777  -0.20
C 1.1822 0.2083 4.0589  -0.25
C -0.1991 0.3653 3.7069  -0.34
C -0.5695 0.2040 2.4142  0.05
N 0.2934 -0.0893 1.3921  -0.70
H 4.4643 0.5508 0.2036  0.20
H 4.4161 -1.2210 0.2520  0.20
H 4.3567 -0.2870 1.7377  0.23
H 3.6005 -0.1845 -1.6374  0.38
H 3.6580 0.6283 -3.7874  0.38
H 2.4362 0.1472 -4.8212  0.40
H 3.1266 -0.1498 3.3272  0.19
H 1.5030 0.2988 5.0888  0.20
H -0.9493 0.5870 4.4528  0.21
H -1.6121 0.2920 2.1262  0.20
Cl -2.3230 -2.3117 1.2074  0.06
C -3.1833 -1.2134 0.1684  -0.04
C -2.4414 -0.3133 -0.5937  -0.53
C -3.2101 0.5343 -1.3932  0.06
Cl -2.3884 1.6897 -2.4036  0.06
C -4.5984 0.5154 -1.4363  -0.14
Cl -5.4846 1.6077 -2.4347  0.03
C -5.2863 -0.4067 -0.6487  -0.08
Cl -7.0086 -0.4543 -0.6722  0.03
C -4.5697 -1.2848 0.1626  -0.09
Cl -5.4195 -2.4246 1.1410  0.03
C -0.3867 2.7659 0.1022  -0.74
C 0.2909 1.8399 -0.9200  0.23
O 1.1107 2.3429 -1.6725  -0.67
H -0.3908 3.7895 -0.2812  0.21
H 0.1948 2.7243 1.0275  0.23
H -1.4038 2.4448 0.3422  0.21
C 0.1878 -2.4562 -0.8488  -1.14
H 0.9940 -2.7009 -1.5450  0.20
H -0.7100 -2.9947 -1.1825  0.18
H 0.4596 -2.8373 0.1428  0.19

The net charge is -1. For the largest force on an atom, the calculation gives 1.92 eV/Å. The value obtained for the energy relative to the best compared isomer or geometry (same formula, charge and spin) is 16.35 kcal per mole. For the electronic energy, the calculation gives -4500.3033 a.u. The value obtained for the highest occupied orbital energy (alpha / beta) is -2.56 / -2.56 eV.

---

(2)
Molecular formula: C26H44F3N7O2SSiSr
Method: DFT, ωB97M-V/def2-TZVPD

Last column: Löwdin charge in e.
Positions of all 85 atoms, in Å:
Sr -0.7846 0.3363 0.8490  1.13
C 3.0245 -0.5553 3.5402  -0.16
C 2.1041 -1.4630 2.7262  -0.21
N 0.7914 -0.9026 2.4326  -0.19
C -0.0576 -0.5345 3.5646  -0.23
C -1.4916 0.1027 3.4038  -0.21
N -1.6150 1.5378 2.8394  -0.16
C -0.3154 2.2492 2.8652  -0.29
C -0.3298 3.6124 2.1472  -0.15
C -0.2364 3.5754 0.6119  -0.22
N 0.6988 2.5920 0.0557  -0.12
C 2.1034 2.9840 0.1427  -0.19
C 2.8060 2.6180 1.4447  -0.22
N 2.6811 1.2161 1.7762  -0.07
C 3.0182 0.9320 3.1620  -0.23
H 4.0347 -0.9594 3.4400  0.11
H 2.7856 -0.6285 4.6038  0.11
H 2.0334 -2.4461 3.2096  0.13
H 2.5587 -1.6300 1.7460  0.11
H 0.3093 -1.6672 1.9567  0.01
H 0.4993 0.1594 4.1978  0.10
H -0.2371 -1.4462 4.1508  0.12
H -1.8776 0.1149 4.4214  0.12
H -2.1117 -0.5937 2.8303  0.07
H -2.2662 2.0541 3.4129  0.12
H 0.4890 1.6639 2.4192  0.04
H -0.0164 2.3559 3.9153  0.12
H 0.4602 4.1723 2.6535  0.11
H -1.2481 4.1426 2.4196  0.12
H -0.0028 4.5938 0.2720  0.12
H -1.2215 3.3252 0.2035  0.10
H 0.4334 2.4112 -0.9039  0.06
H 2.2164 4.0665 -0.0097  0.12
H 2.6353 2.4984 -0.6809  0.12
H 2.3879 3.1918 2.2765  0.11
H 3.8530 2.9471 1.3528  0.12
H 3.1888 0.6283 1.1259  0.12
H 2.2678 1.4459 3.7738  0.10
H 3.9843 1.3713 3.4539  0.12
F -0.3134 -5.4402 -0.9338  0.12
C -1.5940 -5.4770 -0.5157  -0.61
F -1.9442 -6.7860 -0.5008  0.11
F -2.3462 -4.8968 -1.4609  0.13
C -1.7724 -4.8531 0.8419  -0.13
C -2.2160 -5.6406 1.8876  -0.01
C -2.3844 -5.0888 3.1486  -0.07
C -2.0867 -3.7465 3.2921  -0.16
N -1.6545 -2.9710 2.3052  0.01
C -1.4885 -3.4857 1.0651  -0.67
S -0.9300 -2.4097 -0.1713  0.59
H -2.4316 -6.6854 1.7127  0.12
H -2.7313 -5.6780 3.9847  0.10
H -2.2063 -3.2588 4.2568  0.10
O -0.7482 1.5010 -5.5136  -0.03
C 0.3405 0.7478 -5.9614  -0.25
N 1.6134 1.4172 -5.8038  0.11
C 2.5588 1.2303 -4.8494  -0.46
O 3.6617 1.7426 -4.9260  0.07
C 2.2502 0.2978 -3.7142  -0.13
C 3.0000 -0.8684 -3.6133  0.00
C 2.7552 -1.7200 -2.5573  -0.03
C 1.8072 -1.3542 -1.6117  -0.17
N 1.1283 -0.2072 -1.6528  0.06
C 1.3372 0.5838 -2.7084  -0.10
H -1.0311 1.2273 -4.6322  0.04
H 0.1950 0.6085 -7.0327  0.13
H 0.3880 -0.2364 -5.4921  0.13
H 1.8999 2.0590 -6.5276  0.15
H 3.7498 -1.0906 -4.3618  0.13
H 3.2912 -2.6526 -2.4475  0.11
H 1.5785 -2.0117 -0.7837  0.04
H 0.7691 1.5098 -2.7509  0.11
C -4.4168 1.0244 -1.0865  -0.31
Si -2.5768 0.9157 -1.6479  0.40
C -2.6512 -0.4715 -2.9715  -0.28
C -2.4943 2.5415 -2.7093  -0.30
H -5.1053 1.2085 -1.9186  0.01
H -4.5478 1.8335 -0.3605  0.00
H -4.7363 0.0974 -0.5991  0.00
H -3.5201 -0.3549 -3.6273  0.02
H -2.6980 -1.4550 -2.4998  -0.02
H -1.7614 -0.4889 -3.6148  -0.01
H -2.9127 2.4327 -3.7149  0.01
H -1.4911 2.9719 -2.8263  -0.01
H -3.0865 3.3066 -2.1973  0.01

For the largest force on an atom, the calculation gives 2.58 eV/Å. The value obtained for the energy relative to the best compared isomer or geometry (same formula, charge and spin) is 47.23 kcal per mole. For the electronic energy, the calculation gives -2568.9311 a.u. The value obtained for the highest occupied orbital energy is -5.84 eV.

---

Q: Look up the largest force on an atom of the first one.
A: 1.92 eV/Å